Entry from OMol25: C23H40Br30NO2P as an isolated structure at a distorted geometry (the ωB97M-V functional and the def2-TZVPD basis).

The geometry in ORCA input format:
```
! wB97M-V def2-TZVPD RIJCOSX def2/J DEFGRID3
* xyz 0 1
C -2.64218 0.13690 -1.23500
C -3.24038 1.45673 -1.78078
C -3.19566 1.63768 -3.30261
C -1.88760 2.24550 -3.81858
C -0.67694 1.54347 -3.23708
C 0.69553 2.14608 -3.57746
C 1.69581 2.05044 -2.42935
C 1.71730 0.66201 -1.79388
P 2.62962 0.60069 -0.21633
O 1.64199 1.40427 0.87423
C 0.31988 0.89608 1.14044
C 0.25416 -0.06303 2.30635
N 0.95368 -1.32603 2.09866
C 0.07510 -2.38371 1.58972
C -0.08160 -2.39387 0.07886
C 0.97954 -3.24169 -0.64228
O -1.40008 -2.92151 -0.17079
H -2.19719 -0.49150 -2.01331
H -1.85992 0.36731 -0.51603
H -3.38407 -0.47678 -0.73529
H -4.26733 1.51357 -1.42746
H -2.68918 2.28598 -1.33631
H -4.01140 2.29673 -3.59541
H -3.31990 0.66609 -3.77294
H -1.82685 3.31650 -3.62291
H -1.88065 2.13901 -4.90352
H -0.66742 0.50411 -3.57831
H -0.73795 1.49807 -2.15153
H 0.53678 3.19942 -3.81595
H 1.08635 1.69691 -4.48815
H 2.68553 2.26098 -2.83231
H 1.49799 2.80337 -1.66590
H 0.72303 0.22299 -1.71889
H 2.29008 -0.01493 -2.43680
H 2.61050 -0.77833 0.06464
H -0.27036 1.76980 1.42426
H -0.14982 0.51308 0.24037
H -0.79786 -0.23632 2.57363
H 0.69925 0.45445 3.15382
H 1.27263 -1.62180 3.01215
H -0.90697 -2.34720 2.07410
H 0.51899 -3.33280 1.89493
H -0.06037 -1.39673 -0.35596
H 0.46705 -4.05151 -1.15473
H 1.73064 -3.62792 0.03827
H 1.44915 -2.65391 -1.42941
H -1.66150 -2.63108 -1.04901
C 2.67776 -0.09581 -6.47869
Br 1.66412 1.33466 -7.26314
Br 3.79424 0.53600 -5.04851
Br 1.53700 -1.53454 -5.90783
H 3.33113 -0.48428 -7.24514
C -5.30281 -1.12928 2.49474
Br -6.47078 0.13476 1.64668
Br -5.61096 -2.91736 1.85287
Br -3.45690 -0.63602 2.31431
H -5.53176 -1.12698 3.54972
C -7.89926 -6.00288 2.28148
Br -9.80193 -5.97160 2.02678
Br -7.40101 -7.07062 3.79745
Br -6.98129 -6.56465 0.68777
H -7.58961 -4.98957 2.48988
C 4.78508 1.54905 3.71531
Br 5.86364 3.09285 3.33338
Br 4.16736 1.53498 5.54343
Br 3.28299 1.38311 2.47315
H 5.42247 0.68355 3.60216
C -4.36270 -2.91345 -3.55955
Br -2.64489 -2.10725 -3.88206
Br -4.53621 -4.60150 -4.45945
Br -4.71993 -3.08331 -1.68141
H -5.10231 -2.24867 -3.98037
C 1.52886 -4.18911 5.56692
Br 2.81821 -5.30527 4.68680
Br 1.37866 -4.60326 7.43441
Br 1.91142 -2.32380 5.29127
H 0.56917 -4.38986 5.11463
C 6.26387 0.65940 8.87875
Br 5.10423 2.18135 9.00063
Br 5.27678 -0.95043 8.51782
Br 7.67119 0.93713 7.60104
H 6.72934 0.53529 9.84532
C -1.38742 3.92240 -7.86658
Br -3.13855 4.59668 -8.25824
Br -0.13250 4.31480 -9.27216
Br -0.74275 4.52811 -6.16451
H -1.46361 2.84580 -7.81252
C 3.48837 5.41514 -8.03727
Br 4.91724 4.40438 -8.83067
Br 3.39221 5.13410 -6.14304
Br 3.60441 7.28033 -8.47657
H 2.56464 5.04509 -8.45712
C 3.13852 1.36797 12.78877
Br 2.38528 3.03525 12.20287
Br 2.30432 -0.13023 11.92467
Br 5.04330 1.33918 12.55499
H 2.94394 1.28085 13.84671
*
```

Calculated values
- Energy relative to the best compared isomer or geometry (same formula, charge and spin): 0.0 kcal per mole
- HOMO-LUMO gap: 7.9 eV
- HOMO energy: -8.18 eV
- E: -78667.20814 Eh

***

Entry from OMol25: a 3-piece molecular cluster, C23H40BrN2O7PSSi overall at a distorted geometry (the ωB97M-V functional and the def2-TZVPD basis).

The geometry in ORCA input format:
```
! wB97M-V def2-TZVPD RIJCOSX def2/J DEFGRID3
* xyz 0 1
C -3.63872 -5.02610 -5.29838
C -3.39419 -3.74662 -5.03555
C -3.46108 -2.27403 -4.36698
C -2.82782 -1.96609 -2.93444
P -1.92858 -3.23735 -1.87146
O -2.03677 -4.83862 -2.47243
Br 0.33115 -2.78303 -2.02410
C -2.99578 -0.45744 -2.35664
Si -2.37456 0.14487 -0.64284
C -2.93063 -1.13377 0.70762
C -0.48702 0.45804 -0.52557
C -3.32968 1.78149 -0.19866
C -3.76264 0.63113 -3.24331
C -4.39887 0.29426 -4.66169
N -5.15853 1.12497 -5.58703
S -5.60683 0.15146 -6.95130
N -4.90002 -1.37500 -6.54905
C -4.24694 -1.18585 -5.24152
H -3.97060 -6.13600 -5.36885
H -1.40637 -4.94747 -3.24378
H -3.08300 -0.52526 1.67753
H -3.86983 -1.68101 0.33546
H -2.09101 -1.91781 0.80637
H 0.10324 -0.50337 -0.26683
H -0.32028 1.16735 0.39040
H -0.03260 0.99801 -1.44985
H -4.45262 1.54177 -0.42155
H -3.14125 1.99629 0.91866
H -3.02669 2.67228 -0.88458
H -3.91561 1.72006 -2.86672
C 3.88254 -2.20803 4.57754
O 2.75244 -3.05479 4.47483
C 1.56493 -2.43099 4.95732
C 0.32944 -3.08728 4.34819
O 0.06863 -2.66316 3.00741
C 0.94399 -3.18758 2.00455
C 0.69035 -4.66217 1.69894
O 1.28068 -5.48548 2.70258
C 0.70122 -6.77607 2.74513
H 4.08180 -1.95788 5.62315
H 4.74452 -2.73817 4.16791
H 3.73030 -1.29573 3.99163
H 1.56583 -1.36047 4.70989
H 1.54648 -2.55157 6.04673
H -0.54101 -2.76420 4.92747
H 0.36729 -4.17534 4.41848
H 1.98905 -2.99420 2.25184
H 0.72222 -2.61360 1.09922
H 1.15231 -4.92504 0.73991
H -0.38941 -4.84276 1.64297
H -0.37063 -6.70794 2.95578
H 1.17463 -7.33612 3.55380
H 0.86898 -7.30307 1.80161
C 4.15827 6.09121 -2.71334
O 3.15810 6.02502 -1.71315
C 1.86484 5.77635 -2.25875
C 0.94613 5.16782 -1.20341
O 1.17981 3.77304 -0.98848
C 2.36996 3.44527 -0.26374
C 2.27305 3.76740 1.22486
O 2.47385 5.16151 1.44610
C 1.94360 5.58848 2.68702
H 3.96107 6.91885 -3.40009
H 5.11999 6.25637 -2.22379
H 4.21086 5.14614 -3.26350
H 1.93470 5.09278 -3.11605
H 1.45591 6.73691 -2.59303
H -0.08098 5.23426 -1.57533
H 0.97671 5.72306 -0.26477
H 3.24982 3.89720 -0.72432
H 2.48112 2.36126 -0.36599
H 3.05704 3.22852 1.77013
H 1.29111 3.45861 1.60176
H 0.86736 5.39421 2.73087
H 2.10139 6.66519 2.77311
H 2.45299 5.08692 3.51470
*
```

Calculated values
- HOMO-LUMO gap: 6.6 eV
- HOMO energy: -8.53 eV
- E: -5139.21136 Eh
- Structure (SMILES): C#Cc1c(P(O)Br)c([Si](C)(C)C)cc2nsnc12.COCCOCCOC.COCCOCCOC